Record 1
A 14-piece molecular cluster, C41H119N9O14 overall in a non-equilibrium geometry. Source: OMol25; level of theory: ωB97M-V/def2-TZVPD.

Geometry (Å):
C 11.3594 -32.7793 -1.2319
C 11.6092 -31.2767 -1.6892
C 12.9372 -31.0887 -2.3743
O 14.0922 -31.3955 -1.5934
C 14.3944 -30.2221 -0.8675
N 10.5611 -30.7178 -2.5950
H 12.2724 -33.1759 -0.8035
H 11.0455 -33.4630 -2.0510
H 10.5945 -32.6908 -0.4422
H 11.5425 -30.5973 -0.8605
H 13.0235 -30.0964 -2.7701
H 12.9389 -31.8573 -3.1828
H 15.4647 -30.2362 -0.6189
H 13.7558 -30.0869 0.0254
H 14.2506 -29.3022 -1.4711
H 10.4597 -31.3726 -3.3674
H 10.9606 -29.8566 -2.9438
C 2.2265 -31.5475 0.2607
C 1.5533 -30.3319 -0.3952
C 2.1587 -28.9906 0.0900
O 1.4300 -27.8700 -0.2240
C 2.1851 -26.7055 0.1279
N 1.6132 -30.4838 -1.9084
H 1.8760 -32.5104 -0.1342
H 2.1581 -31.5840 1.3563
H 3.2980 -31.6031 0.0249
H 0.5276 -30.3074 -0.1155
H 3.1753 -28.9287 -0.4030
H 2.2741 -28.9366 1.1608
H 2.2549 -26.5923 1.1885
H 1.7608 -25.8134 -0.2845
H 3.2000 -26.8549 -0.2139
H 0.9605 -29.7856 -2.3680
H 2.5992 -30.2397 -2.1521
C 7.2665 -22.0785 3.8587
C 7.3321 -23.0619 2.7200
C 5.9895 -23.7124 2.4886
O 6.1293 -24.6220 1.4171
C 4.8821 -24.9285 0.7531
N 7.7305 -22.3879 1.5481
H 8.1628 -21.4405 3.9218
H 7.2742 -22.6323 4.8421
H 6.3376 -21.4721 3.6689
H 8.0980 -23.8496 2.9729
H 5.2538 -22.9039 2.2406
H 5.6369 -24.2415 3.4065
H 4.1050 -25.2435 1.3715
H 5.0908 -25.7314 0.0153
H 4.5926 -23.9733 0.1979
H 7.7299 -22.9074 0.6772
H 7.0132 -21.6812 1.3742
C 1.6114 -27.3405 -4.0696
C 2.4906 -27.6618 -5.2971
C 3.0738 -29.0227 -5.1717
O 2.0086 -29.9046 -5.2510
C 2.2874 -31.3006 -5.2840
N 1.8411 -27.6188 -6.6456
H 0.7210 -27.9501 -4.0666
H 1.2744 -26.3214 -4.0699
H 2.0660 -27.5318 -3.0785
H 3.2773 -26.9135 -5.3225
H 3.4886 -29.1590 -4.1847
H 3.8594 -29.2771 -6.0224
H 3.1899 -31.6008 -5.8107
H 1.4213 -31.7687 -5.8011
H 2.3783 -31.7771 -4.3188
H 1.0997 -28.3174 -6.6147
H 1.2425 -26.7518 -6.6534
C 13.6459 -23.8838 -1.1921
C 12.4318 -24.8658 -1.3402
C 11.8397 -24.6466 -2.7405
O 10.7991 -25.5454 -2.9854
C 10.1929 -25.1724 -4.2688
N 12.7866 -26.2072 -1.0435
H 14.3057 -23.9481 -2.0584
H 14.2487 -24.1332 -0.3431
H 13.2636 -22.8594 -1.0864
H 11.7143 -24.6444 -0.5299
H 12.6590 -25.0227 -3.4766
H 11.5382 -23.6169 -2.8787
H 10.7508 -25.5240 -5.1432
H 10.1019 -24.1064 -4.3055
H 9.2352 -25.6330 -4.3268
H 11.9791 -26.8279 -0.9916
H 13.3117 -26.5994 -1.7878
C 9.5546 -31.8685 -6.2095
C 11.0104 -32.4205 -6.3315
C 12.0003 -31.2585 -6.6766
O 13.2109 -31.8748 -7.0168
C 14.2501 -30.9553 -6.9016
N 11.4165 -33.1362 -5.0479
H 9.3141 -31.3394 -7.1459
H 9.3040 -31.1429 -5.3956
H 8.8321 -32.6620 -5.9787
H 10.9954 -33.1480 -7.1570
H 12.1253 -30.5815 -5.7852
H 11.7555 -30.5736 -7.4914
H 14.1603 -30.3541 -5.9599
H 14.2245 -30.3290 -7.7884
H 15.2264 -31.4931 -6.8282
H 12.4253 -33.1737 -5.0172
H 11.0094 -34.0800 -5.1974
C 8.6285 -29.4635 0.5864
C 8.1597 -28.5954 -0.6388
C 9.3353 -27.6818 -1.0348
O 9.8911 -26.8947 -0.0208
C 9.0689 -25.6972 0.0423
N 7.7509 -29.3470 -1.7775
H 9.4340 -30.1496 0.2185
H 7.8685 -30.0138 1.0643
H 9.1350 -28.8908 1.3449
H 7.3892 -27.9528 -0.2709
H 9.0021 -27.0587 -1.8282
H 10.1641 -28.3426 -1.3188
H 8.1429 -25.8369 0.5880
H 8.8524 -25.3066 -0.9906
H 9.6666 -24.9118 0.4962
H 8.3405 -30.1717 -1.9166
H 7.7796 -28.7063 -2.6050
C 3.3596 -21.3680 -2.0743
C 2.5988 -22.5372 -2.7684
C 1.2302 -22.8417 -2.1922
O 0.8255 -24.1047 -2.6170
C -0.4871 -24.4758 -2.1878
N 2.6312 -22.3967 -4.1932
H 3.8436 -21.6594 -1.1331
H 2.7734 -20.5043 -1.8573
H 4.2048 -21.1015 -2.7216
H 3.1647 -23.4311 -2.4571
H 0.5495 -22.0318 -2.5372
H 1.2903 -22.8359 -1.0800
H -0.6700 -25.4934 -2.5547
H -1.2113 -23.7828 -2.5465
H -0.5886 -24.4276 -1.0908
H 2.7669 -21.4325 -4.4581
H 1.8991 -22.8732 -4.6773
C 6.3296 -24.9483 -3.2012
C 5.4373 -26.1537 -3.5549
C 6.0316 -27.0313 -4.7714
O 7.3748 -27.3503 -4.4671
C 8.1431 -27.8716 -5.4592
N 5.2267 -26.9651 -2.3896
H 7.3225 -25.2054 -2.8019
H 5.9095 -24.3247 -2.4127
H 6.4474 -24.2969 -4.1142
H 4.4891 -25.8230 -3.9249
H 5.9205 -26.4498 -5.6740
H 5.5241 -27.9691 -4.9516
H 7.8310 -28.8862 -5.6726
H 9.1902 -27.8405 -5.1588
H 8.0590 -27.2567 -6.3950
H 4.8075 -27.8772 -2.5130
H 6.0489 -27.1838 -1.8454
C 3.2169 -24.4161 -7.1416
O 4.0693 -24.3299 -6.0170
H 2.1411 -24.4095 -6.8379
H 3.4428 -23.5572 -7.7916
H 3.4168 -25.3481 -7.6956
H 3.7396 -23.8060 -5.3051
C 7.2130 -20.6265 -2.3497
O 6.8437 -21.3875 -1.1622
H 6.4978 -19.9086 -2.6861
H 8.0986 -20.0035 -2.0897
H 7.5457 -21.3854 -3.0493
H 6.2254 -20.9093 -0.6702
C 13.1447 -27.8116 -4.5476
O 11.7871 -27.9106 -4.0973
H 13.5147 -26.8097 -4.6146
H 13.7715 -28.4188 -3.9831
H 13.0559 -28.2244 -5.5830
H 11.4687 -27.2917 -3.4649
C 5.2763 -31.3415 -2.9624
O 5.1738 -30.1558 -2.0909
H 5.6932 -31.0714 -3.8987
H 5.9384 -32.0592 -2.4592
H 4.3365 -31.8462 -3.1503
H 6.1307 -29.9702 -1.7814
C 4.2814 -29.5134 -9.2014
O 3.6473 -29.6113 -10.4319
H 4.1798 -30.3327 -8.5569
H 5.3996 -29.4003 -9.3867
H 4.0553 -28.6342 -8.6816
H 2.7145 -29.7742 -10.2361

Net charge   0
LUMO level   0.4 eV
HOMO   -8.58 eV
2S+1   1
Frontier orbital gap   0.3290 Eh
ΔE to the lowest compared entry with this formula, charge and spin   81.3 kcal/mol

=====

Record 2
C41H26CaF5N3OPS2 as an isolated structure in a non-equilibrium geometry. Source: OMol25; level of theory: ωB97M-V/def2-TZVPD.

Geometry (Å):
Ca -0.9751 -0.1781 0.9564
N -2.6049 1.5561 -2.7330
C -2.1063 2.7935 -2.3543
C -2.3601 4.0886 -2.7972
C -1.6572 5.0992 -2.1717
C -0.7294 4.8306 -1.1483
C -0.4801 3.5418 -0.7233
C -1.1912 2.5165 -1.3442
N -1.1495 1.1493 -1.1065
C -2.0126 0.6327 -1.9330
C -2.3186 -0.8106 -1.9728
C -2.9689 -1.5039 -2.9340
S -3.0931 -3.1411 -2.4734
C -2.2527 -2.8056 -1.0298
N -1.9030 -1.5654 -0.8905
H -3.3912 1.3892 -3.3346
H -3.0656 4.2984 -3.5907
H -1.8259 6.1249 -2.4742
H -0.2052 5.6552 -0.6836
H 0.2332 3.3202 0.0607
H -3.3828 -1.1447 -3.8620
H -2.0501 -3.5625 -0.2834
F -4.1084 4.1735 5.4144
C -4.0685 3.3785 4.3327
C -2.8693 3.0773 3.7216
F -1.7288 3.5802 4.2077
C -2.8700 2.2617 2.6060
F -1.6536 2.0075 2.0484
C -4.0064 1.7051 2.0337
S -3.9467 0.6824 0.6125
C -5.1909 2.0378 2.6900
F -6.3659 1.5698 2.2419
C -5.2317 2.8487 3.8083
F -6.4052 3.1334 4.3968
O 1.0915 0.2338 1.3077
C 1.9440 0.7183 2.1222
C 3.3296 0.4027 1.5769
C 4.3962 0.4619 2.4673
C 5.6956 0.2498 2.0390
C 5.9347 0.0404 0.6862
C 4.8806 0.0092 -0.2173
C 3.5601 0.1606 0.2127
P 2.0966 0.0489 -0.9100
C 2.9740 0.1349 -2.5647
C 2.9075 1.3802 -3.1922
C 3.5402 1.6183 -4.4091
C 4.2555 0.6034 -5.0267
C 4.3277 -0.6480 -4.4222
C 3.6904 -0.8751 -3.2110
C 1.7478 -1.7659 -0.9076
C 1.1579 -2.3490 -2.0336
C 0.9053 -3.7109 -2.0862
C 1.2206 -4.5204 -0.9986
C 1.7889 -3.9518 0.1311
C 2.0532 -2.5866 0.1740
H 4.1707 0.6652 3.5085
H 6.5180 0.2608 2.7443
H 6.9486 -0.0970 0.3289
H 5.0993 -0.1391 -1.2667
H 2.3471 2.1771 -2.7131
H 3.4660 2.5932 -4.8758
H 4.7515 0.7807 -5.9731
H 4.8875 -1.4463 -4.8946
H 3.7528 -1.8589 -2.7579
H 0.9067 -1.7269 -2.8869
H 0.4620 -4.1416 -2.9766
H 1.0213 -5.5844 -1.0331
H 2.0293 -4.5680 0.9881
H 2.4999 -2.1561 1.0617
C -2.3963 -3.8472 4.4549
C -2.8168 -2.5292 4.5984
C -2.3891 -1.5582 3.6975
C -1.5201 -1.8101 2.6144
C -1.1283 -3.1634 2.5258
C -1.5452 -4.1650 3.4047
H -2.7245 -4.6107 5.1513
H -3.4832 -2.2619 5.4125
H -2.7688 -0.5481 3.8548
H -0.4453 -3.4712 1.7301
H -1.2055 -5.1885 3.2737

Net charge   -1
LUMO level   1.9 eV
HOMO   -4.04 eV
2S+1   1
Frontier orbital gap   0.2168 Eh
ΔE to the lowest compared entry with this formula, charge and spin   18.8 kcal/mol

=====

Record 3
C41H28F6NOsSSb2 as an isolated structure in a non-equilibrium geometry. Source: OMol25; level of theory: ωB97M-V/def2-TZVPD.

Geometry (Å):
Os 0.3845 -0.1086 0.0761
S 0.8018 -1.9679 1.3609
C 1.8379 -0.9891 2.3815
C 2.6011 -1.4839 3.4277
C 3.3882 -0.5831 4.1313
C 3.3848 0.7550 3.7599
C 2.5790 1.1619 2.7055
N 1.8227 0.3079 2.0243
H 2.5751 -2.5344 3.6697
H 3.9976 -0.9237 4.9540
H 3.9944 1.4765 4.2794
H 2.5406 2.1966 2.3971
F 2.6386 -5.5207 -5.0376
C 2.7026 -4.4082 -4.3314
C 3.1514 -4.4622 -3.0132
C 3.1915 -3.2963 -2.2699
C 2.7922 -2.0985 -2.8506
C 2.3677 -2.0482 -4.1788
C 2.3119 -3.2076 -4.9231
Sb 2.7620 -0.2332 -1.7578
C 3.6126 1.0208 -3.3105
C 3.2032 2.3330 -3.5322
C 3.8155 3.0878 -4.5111
C 4.8761 2.5357 -5.2304
F 5.4848 3.2706 -6.1362
C 5.3116 1.2310 -4.9957
C 4.6870 0.4825 -4.0209
C 0.5452 0.1011 -2.0687
C -0.2748 -0.9806 -2.4462
C -1.5946 -0.7679 -2.8013
C -2.1021 0.5305 -2.7755
F -3.3665 0.7395 -3.1072
C -1.3290 1.6130 -2.3734
C -0.0094 1.3954 -1.9815
H 3.4611 -5.4075 -2.5955
H 3.5384 -3.3270 -1.2446
H 2.0685 -1.1050 -4.6206
H 1.9722 -3.2003 -5.9482
H 2.3952 2.7706 -2.9630
H 3.5010 4.0982 -4.7232
H 6.1404 0.8383 -5.5646
H 5.0311 -0.5245 -3.8262
H 0.1476 -1.9764 -2.5215
H -2.2279 -1.5846 -3.1092
H -1.7478 2.6073 -2.3973
H 0.6189 2.2519 -1.7503
F -6.2114 -3.6616 1.0415
C -5.2217 -2.8009 1.1772
C -3.9870 -3.1017 0.6016
C -2.9584 -2.1859 0.7140
C -3.1621 -1.0035 1.4182
C -4.3951 -0.7216 2.0040
C -5.4359 -1.6177 1.8828
Sb -1.6142 0.4418 1.6739
C -2.7166 2.2241 1.1941
C -2.4697 3.4663 1.7695
C -3.3125 4.5282 1.4930
C -4.3807 4.3383 0.6172
F -5.1834 5.3510 0.3530
C -4.6147 3.1065 0.0072
C -3.7706 2.0534 0.2960
C -1.1900 0.2442 3.7759
C -1.1688 -1.0546 4.2804
C -0.8614 -1.2695 5.6092
C -0.5740 -0.1728 6.4178
F -0.2369 -0.3752 7.6789
C -0.6103 1.1276 5.9261
C -0.9155 1.3351 4.5931
H -3.8607 -4.0376 0.0778
H -1.9929 -2.3875 0.2549
H -4.5342 0.2023 2.5489
H -6.4043 -1.4177 2.3167
H -1.6362 3.6134 2.4438
H -3.1641 5.4968 1.9486
H -5.4471 2.9894 -0.6714
H -3.9529 1.0868 -0.1592
H -1.4039 -1.8984 3.6399
H -0.8425 -2.2630 6.0299
H -0.4033 1.9539 6.5891
H -0.9512 2.3447 4.2067

Net charge   +3
LUMO level (alpha / beta)   -10.0 / -12.8 eV
HOMO (alpha / beta)   -15.91 / -15.96 eV
2S+1   5
Frontier orbital gap (alpha / beta)   0.2189 / 0.1169 Eh
ΔE to the lowest compared entry with this formula, charge and spin   18.1 kcal/mol

=====

Record 4
C41H29AsBBrF7InN2O2S as an isolated structure. Source: OMol25; level of theory: ωB97M-V/def2-TZVPD.

Geometry (Å):
In 1.5025 0.6443 -0.9746
C 4.7587 0.5296 0.9018
O 3.5761 1.3291 0.7933
C 3.2185 2.0435 1.8862
C 4.0109 2.2088 3.0038
C 3.5470 2.9966 4.0540
Br 4.6440 3.2200 5.5802
C 2.3233 3.6116 4.0050
C 1.5088 3.4338 2.8790
C 1.9529 2.6441 1.8241
O 1.2000 2.4201 0.7250
C 0.1829 4.0432 2.7707
N -0.5908 3.8825 1.7232
C -1.7502 4.5988 1.9837
C -2.8959 4.7665 1.2103
C -3.9089 5.5459 1.7326
C -3.7928 6.1478 2.9967
C -2.6615 5.9868 3.7742
C -1.6467 5.2021 3.2384
N -0.4022 4.8246 3.7202
H 4.6750 -0.1435 1.7552
H 5.6361 1.1679 1.0048
H 4.8312 -0.0454 -0.0117
H 4.9832 1.7465 3.0692
H 1.9978 4.2192 4.8383
H 0.3505 2.9642 0.8113
H -2.9746 4.2998 0.2368
H -4.8138 5.7000 1.1592
H -4.6098 6.7510 3.3705
H -2.5740 6.4513 4.7487
H -0.0022 5.0913 4.6014
S -0.0525 2.2094 -1.9486
C -0.5794 1.5524 -3.5167
C -1.0135 2.5078 -4.4383
C -1.5308 2.1285 -5.6648
C -1.6130 0.7840 -5.9980
C -1.1660 -0.1682 -5.0971
C -0.6569 0.1992 -3.8532
As 0.0699 -1.1315 -2.6455
C 0.2906 -2.6591 -3.8019
C 1.4581 -2.7026 -4.5626
C 1.6703 -3.7552 -5.4410
C 0.7251 -4.7675 -5.5532
C -0.4337 -4.7239 -4.7905
C -0.6553 -3.6697 -3.9127
C -1.4694 -1.5932 -1.5502
C -2.5976 -0.7826 -1.5021
C -3.6219 -1.0668 -0.6049
C -3.5234 -2.1562 0.2484
C -2.3938 -2.9647 0.2105
C -1.3691 -2.6784 -0.6791
H -0.9319 3.5563 -4.1796
H -1.8600 2.8869 -6.3644
H -2.0114 0.4771 -6.9566
H -1.2107 -1.2154 -5.3669
H 2.1938 -1.9129 -4.4720
H 2.5757 -3.7848 -6.0344
H 0.8920 -5.5920 -6.2351
H -1.1728 -5.5105 -4.8793
H -1.5686 -3.6332 -3.3339
H -2.6836 0.0705 -2.1628
H -4.4966 -0.4290 -0.5738
H -4.3222 -2.3740 0.9473
H -2.3048 -3.8086 0.8846
H -0.4769 -3.2949 -0.6833
F 2.4918 0.3761 -3.7367
B 3.5860 0.2356 -2.8752
F 3.3361 -0.8819 -2.0179
F 4.7933 0.1742 -3.4993
F 3.5084 1.3521 -1.9389
F -2.0320 -6.2710 4.2904
C -1.1911 -5.4688 4.9718
F -0.2380 -6.2650 5.4851
F -1.8847 -4.9614 6.0019
C -0.6137 -4.3993 4.0899
C 0.3744 -4.7431 3.1753
C 0.8845 -3.7832 2.3204
C 0.4100 -2.4700 2.3704
C -0.5757 -2.1363 3.2977
C -1.0857 -3.0977 4.1561
C 0.8962 -1.4887 1.4397
C 1.3144 -0.6910 0.6313
H 0.7416 -5.7608 3.1359
H 1.6506 -4.0408 1.6011
H -0.9476 -1.1207 3.3303
H -1.8542 -2.8379 4.8710

Net charge   0
LUMO level   -0.1 eV
HOMO   -8.28 eV
2S+1   1
Frontier orbital gap   0.2997 Eh
ΔE to the lowest compared entry with this formula, charge and spin   1.3 kcal/mol